Record 1
# H5N4O

A gas-phase ion, H5N4O (charge -1) (ωB97M-V with the def2-TZVPD basis set, the Open Molecules 2025 dataset).

Geometry (Å):
N  -1.86253  -0.05660  0.11409
N  -0.76178  0.75928  0.00216
N  0.42255  -0.18211  0.53700
N  1.69190  0.50962  0.19201
O  0.37078  -1.33827  -0.27956
H  -1.94330  -0.10639  1.20837
H  -1.31443  -0.94216  -0.10315
H  -0.64119  0.91833  -1.03703
H  2.40219  -0.22743  0.18772
H  1.63582  0.66573  -0.82160

## Properties
molecular weight: 77.1 g mol⁻¹
net charge: -1
Kohn-Sham gap: 8.05 eV
DFT total energy: -297.11861 Ha
SMILES: NNN(N)[O-]
LUMO: 5.42 eV
energy above the lowest of the compared OMol25 structures with the same formula, charge and spin: 35.7 kcal per mole
2S+1: 1
E_HOMO: -2.64 eV


Record 2
# H5N4PS

A single H5N4PS molecule (ωB97M-V with the def2-TZVPD basis set, the Open Molecules 2025 dataset).

Geometry (Å):
H  1.37848  2.69811  0.01577
N  0.81229  1.87826  -0.22456
N  0.18480  1.50390  0.76459
P  -1.07290  0.03430  0.11144
N  -0.67171  -1.15606  1.24296
N  -0.42670  -0.52767  -1.30482
S  -2.92284  0.52844  -0.11780
H  -1.64545  -1.21612  1.65491
H  0.18438  -0.89181  1.77590
H  -1.07672  -0.23857  -2.06158
H  0.62324  -0.53946  -1.59064

## Properties
molecular weight: 124.1 g mol⁻¹
net charge: 0
Kohn-Sham gap: 9.13 eV
DFT total energy: -961.54875 Ha
SMILES: [H]/N=N/P(N)(N)=S
LUMO: 0.44 eV
energy above the lowest of the compared OMol25 structures with the same formula, charge and spin: 6.1 kcal per mole
2S+1: 1
E_HOMO: -8.68 eV


Record 3
# H5N5O

2 unconnected molecules or ions with the total composition H5N5O (ωB97M-V with the def2-TZVPD basis set, the Open Molecules 2025 dataset).

Geometry (Å):
N  1.19560  -0.30593  0.04903
N  0.88851  -0.30080  1.31876
N  -0.82899  0.60457  -0.56158
N  1.58304  -0.80586  2.23511
N  -1.68124  0.06787  -1.23180
O  -1.81141  0.32257  -2.64254
H  2.02635  -0.78523  -0.12008
H  0.23723  0.45864  1.49199
H  -0.20708  1.38042  -0.94170
H  1.33854  -0.60763  3.18755
H  -2.74054  -0.02860  -2.78474

## Properties
molecular weight: 91.1 g mol⁻¹
net charge: 0
Kohn-Sham gap (alpha / beta): 9.76 / 9.76 eV
DFT total energy: -351.81043 Ha
LUMO (alpha / beta): 0.80 / 0.80 eV
energy above the lowest of the compared OMol25 structures with the same formula, charge and spin: 29.7 kcal per mole
2S+1: 1
E_HOMO (alpha / beta): -8.96 / -8.96 eV


Record 4
# H5NOSi

A single H5NOSi molecule (ωB97M-V with the def2-TZVPD basis set, the Open Molecules 2025 dataset).

Geometry (Å):
N  1.17295  0.10911  0.57533
Si  -0.24331  -0.31491  -0.42995
O  -1.13460  0.86480  0.21745
H  0.93905  0.73081  1.24765
H  2.06923  -0.31160  0.66011
H  -0.22128  0.05404  -1.90918
H  -0.54891  -1.92015  -0.35026
H  -2.03313  0.78789  -0.01114

## Properties
molecular weight: 63.1 g mol⁻¹
net charge: 0
Kohn-Sham gap: 10.17 eV
DFT total energy: -422.51690 Ha
SMILES: N[SiH2]O
LUMO: 0.75 eV
energy above the lowest of the compared OMol25 structures with the same formula, charge and spin: 12.1 kcal per mole
2S+1: 1
E_HOMO: -9.42 eV


Record 5
# H5NP4

A single H5NP4 molecule (ωB97M-V with the def2-TZVPD basis set, the Open Molecules 2025 dataset).

Geometry (Å):
N  2.09639  -0.97975  -0.29185
P  1.89321  0.60790  -0.21278
P  -0.11765  0.35511  0.65663
P  -1.35856  1.64927  -0.48202
P  -0.48284  -1.52482  -0.38136
H  3.05294  -1.19359  -0.54589
H  -2.23606  2.11776  0.60050
H  -0.73898  2.89741  -0.00130
H  -1.80034  -1.29691  -0.02076
H  -0.30811  -2.63239  0.67884

## Properties
molecular weight: 142.9 g mol⁻¹
net charge: 0
Kohn-Sham gap: 7.68 eV
DFT total energy: -1423.08511 Ha
SMILES: N=P#P(P)P
LUMO: -0.76 eV
energy above the lowest of the compared OMol25 structures with the same formula, charge and spin: 3.4 kcal per mole
2S+1: 1
E_HOMO: -8.43 eV


Record 6
# H5NP4

A single H5NP4 molecule (ωB97M-V with the def2-TZVPD basis set, the Open Molecules 2025 dataset).

Geometry (Å):
P  0.19256  0.00885  3.02141
P  0.53726  -0.29365  0.86906
N  -0.49329  0.72380  0.34784
P  -0.63711  1.00033  -1.78028
P  -0.51860  -1.02782  -2.49767
H  0.58865  1.34250  2.95001
H  1.47971  -0.42915  3.34130
H  -2.02038  0.99475  -1.61242
H  0.21789  -1.51588  -1.41430
H  0.65331  -0.80374  -3.22494

## Properties
molecular weight: 142.9 g mol⁻¹
net charge: 0
Kohn-Sham gap: 8.18 eV
DFT total energy: -1423.06192 Ha
SMILES: [PH2]#P=N[PH]#[PH2]
LUMO: -0.33 eV
energy above the lowest of the compared OMol25 structures with the same formula, charge and spin: 18.0 kcal per mole
2S+1: 1
E_HOMO: -8.51 eV


Record 7
# H5NS

2 unconnected molecules or ions with the total composition H5NS (ωB97M-V with the def2-TZVPD basis set, the Open Molecules 2025 dataset).

Geometry (Å):
N  -2.03085  -0.50197  0.31085
H  -2.87450  -1.03377  0.47231
H  -2.28733  0.20604  -0.36647
H  -1.90101  0.08957  1.12678
S  1.27344  0.30631  -0.22920
H  0.74605  -0.10963  0.92231
H  0.73216  -0.81684  -0.75049

## Properties
molecular weight: 51.1 g mol⁻¹
net charge: 0
Kohn-Sham gap: 10.40 eV
DFT total energy: -455.92366 Ha
SMILES: N.S
LUMO: 0.99 eV
energy above the lowest of the compared OMol25 structures with the same formula, charge and spin: 3.0 kcal per mole
2S+1: 1
E_HOMO: -9.41 eV


Record 8
# H5O2PSSi

A molecular structure, H5O2PSSi (ωB97M-V with the def2-TZVPD basis set, the Open Molecules 2025 dataset).

Geometry (Å):
O  -0.88397  1.40334  -0.74812
O  -1.20783  0.60142  1.55549
Si  1.74531  -0.80205  -0.05770
P  -0.99439  -0.02029  0.03564
S  -2.56442  -0.94549  -0.69101
H  -1.31924  1.38706  -1.63157
H  -0.80456  1.47801  1.64294
H  2.55117  -0.94279  -1.25089
H  2.27654  0.01266  0.99153
H  1.20140  -2.17188  0.15368

## Properties
molecular weight: 128.2 g mol⁻¹
net charge: 0
Kohn-Sham gap: 7.67 eV
DFT total energy: -1182.49974 Ha
LUMO: -0.96 eV
energy above the lowest of the compared OMol25 structures with the same formula, charge and spin: 33.6 kcal per mole
2S+1: 1
E_HOMO: -8.63 eV


Record 9
# H5O3

3 unconnected molecules or ions with the total composition H5O3 (ωB97M-V with the def2-TZVPD basis set, the Open Molecules 2025 dataset).

Geometry (Å):
O  0.60205  0.14694  2.02604
H  0.38732  -0.68214  2.48314
O  0.54196  -0.17092  -1.97648
H  -0.09600  0.04478  -1.19624
H  0.02884  -0.87424  -2.42420
O  -1.00042  0.28214  -0.04987
H  0.14541  0.16700  1.10784
H  -1.58699  -0.41770  0.22391

## Properties
molecular weight: 53.0 g mol⁻¹
net charge: -1
Kohn-Sham gap: 8.90 eV
DFT total energy: -228.74242 Ha
LUMO: 4.88 eV
energy above the lowest of the compared OMol25 structures with the same formula, charge and spin: 5.4 kcal per mole
2S+1: 1
E_HOMO: -4.02 eV


Record 10
# H5O3

3 unconnected molecules or ions with the total composition H5O3 (ωB97M-V with the def2-TZVPD basis set, the Open Molecules 2025 dataset).

Geometry (Å):
O  -0.72712  -0.02612  -0.47504
H  -1.66596  -0.12672  -0.66019
O  1.01541  2.03173  -0.23107
H  0.82294  2.66045  -0.92464
H  0.35923  1.26952  -0.12710
O  0.36971  -2.19738  0.69540
H  -0.01466  -2.07022  1.55752
H  -0.15955  -1.54127  0.16513

## Properties
molecular weight: 53.0 g mol⁻¹
net charge: -1
Kohn-Sham gap: 8.56 eV
DFT total energy: -228.73846 Ha
LUMO: 4.86 eV
energy above the lowest of the compared OMol25 structures with the same formula, charge and spin: 7.8 kcal per mole
2S+1: 1
E_HOMO: -3.69 eV


Record 11
# H68O34

34 unconnected molecules or ions with the total composition H68O34 (ωB97M-V with the def2-TZVPD basis set, the Open Molecules 2025 dataset).

Geometry (Å):
O  19.54747  -17.59555  7.11691
H  18.78425  -18.06517  7.45333
H  19.20659  -17.07185  6.39181
O  15.41397  -16.31290  -0.11481
H  15.03120  -16.19998  0.75522
H  14.66084  -16.40920  -0.69769
O  16.64146  -10.87241  5.81631
H  15.89446  -10.27641  5.87105
H  16.30174  -11.71206  6.12585
O  18.69258  -14.74258  3.17580
H  19.08388  -14.10018  3.76778
H  19.40397  -15.35196  2.97881
O  19.95738  -15.99478  -1.77089
H  19.60250  -15.85048  -2.64808
H  20.89353  -15.81527  -1.85822
O  17.66658  -17.38739  -1.42013
H  17.08629  -17.07719  -0.72496
H  18.32319  -16.69681  -1.51062
O  22.61957  -15.27949  5.24542
H  23.55901  -15.09597  5.24486
H  22.53110  -16.07673  5.76773
O  24.14189  -16.07053  -0.23826
H  24.86025  -15.46240  -0.06398
H  23.70405  -16.17322  0.60671
O  15.62012  -13.09548  6.97181
H  15.03253  -13.40335  7.66188
H  16.46829  -13.48267  7.18841
O  20.16140  -17.68998  0.29904
H  19.91229  -17.39669  -0.57741
H  20.51354  -16.90734  0.72295
O  14.21615  -13.02465  1.85204
H  15.11922  -13.13660  2.14897
H  13.98452  -12.13489  2.11832
O  18.19355  -11.00324  2.91529
H  17.67308  -10.77541  2.14495
H  18.15390  -10.22457  3.47057
O  20.56910  -13.63721  4.65997
H  21.27656  -14.22475  4.92554
H  21.01526  -12.88375  4.27337
O  17.66868  -16.58651  5.26773
H  17.61444  -15.82223  5.84146
H  18.21636  -16.29966  4.53699
O  19.76657  -11.69514  8.07479
H  19.47468  -11.78750  8.98170
H  19.17576  -11.04322  7.69773
O  17.84631  -17.34748  2.06039
H  17.91697  -16.40109  1.93561
H  18.65367  -17.69986  1.68593
O  20.21867  -10.33211  0.53493
H  19.44773  -10.50260  -0.00619
H  19.87198  -10.23031  1.42132
O  20.20771  -17.16155  4.00282
H  20.77571  -16.56733  4.49323
H  20.45959  -17.03406  3.08819
O  13.90928  -16.32811  2.16940
H  13.59791  -17.18513  2.46060
H  13.91913  -15.79382  2.96355
O  16.72245  -14.36921  -1.71536
H  16.43866  -15.05353  -1.10922
H  16.79500  -14.81237  -2.56069
O  22.57624  -12.21856  7.29770
H  21.65835  -12.01708  7.47968
H  22.75026  -13.01663  7.79673
O  21.40150  -13.45317  0.24887
H  21.37774  -13.28397  -0.69296
H  21.61903  -12.60674  0.63934
O  18.86459  -9.60321  6.41497
H  19.15139  -9.18306  5.60413
H  18.06076  -10.06422  6.17508
O  18.06817  -19.80287  4.24637
H  18.07572  -18.84787  4.31081
H  18.07642  -20.10477  5.15468
O  18.36827  -14.13397  6.82576
H  18.82814  -14.13635  7.66525
H  18.83381  -13.48438  6.29894
O  23.57445  -12.55884  2.05839
H  24.46871  -12.87763  2.18043
H  23.28280  -12.31960  2.93812
O  14.14231  -14.64336  4.53604
H  14.73040  -14.12320  3.98849
H  14.25358  -14.28419  5.41629
O  17.10219  -20.14045  1.70253
H  17.57435  -20.01084  2.52503
H  16.84525  -19.25900  1.43185
O  16.34484  -13.17984  3.27877
H  16.80718  -14.01716  3.31581
H  17.01592  -12.52625  3.47547
O  18.36164  -12.55610  -0.95817
H  17.65800  -13.20468  -0.93658
H  19.16587  -13.07275  -0.90804
O  15.10319  -17.86162  5.34683
H  14.78823  -17.20087  5.96362
H  15.94587  -17.52412  5.04315
O  23.94283  -15.83541  2.56175
H  23.97372  -15.33532  3.37735
H  24.54126  -16.56826  2.70679
O  21.36198  -15.57055  1.96812
H  22.26402  -15.68139  2.26857
H  21.38429  -14.78061  1.42800
O  22.85853  -11.53420  4.62852
H  23.75796  -11.22333  4.73153
H  22.61154  -11.84691  5.49883

## Properties
molecular weight: 612.5 g mol⁻¹
net charge: 0
Kohn-Sham gap: 7.91 eV
DFT total energy: -2598.99684 Ha
LUMO: -1.09 eV
energy above the lowest of the compared OMol25 structures with the same formula, charge and spin: 99.3 kcal per mole
2S+1: 1
E_HOMO: -9.00 eV


Record 12
# H6N2

2 unconnected molecules or ions with the total composition H6N2 (ωB97M-V with the def2-TZVPD basis set, the Open Molecules 2025 dataset).

Geometry (Å):
N  -1.48634  -0.30420  0.23173
H  -0.47527  -0.24854  0.07279
H  -1.88064  -0.84526  -0.54442
H  -1.62416  -0.85938  1.08226
N  1.14997  0.37868  -0.17804
H  1.87022  0.25653  0.54095
H  0.83251  1.35152  -0.11953
H  1.61371  0.27066  -1.08573

## Properties
molecular weight: 34.1 g mol⁻¹
net charge: 0
Kohn-Sham gap: 10.20 eV
DFT total energy: -113.09855 Ha
SMILES: N.N
LUMO: 1.02 eV
energy above the lowest of the compared OMol25 structures with the same formula, charge and spin: 3.6 kcal per mole
2S+1: 1
E_HOMO: -9.18 eV


Record 13
# H6N3PS

A single H6N3PS molecule (ωB97M-V with the def2-TZVPD basis set, the Open Molecules 2025 dataset).

Geometry (Å):
N  0.83212  -1.31296  -0.97966
P  0.13620  -0.22977  -0.14592
N  0.42028  -0.21995  1.50774
N  0.47232  1.26968  -0.72648
S  -2.06158  -0.04024  0.02626
H  0.37423  -1.22448  -1.88079
H  1.42501  0.00568  1.55260
H  0.00337  -0.85405  2.13281
H  0.13110  2.08921  -0.15031
H  0.30112  1.41861  -1.67805
H  -1.94754  1.33097  -0.00950

## Properties
molecular weight: 111.1 g mol⁻¹
net charge: 0
Kohn-Sham gap: 9.88 eV
DFT total energy: -907.42394 Ha
SMILES: N=P(N)(N)S
LUMO: 0.56 eV
energy above the lowest of the compared OMol25 structures with the same formula, charge and spin: 34.3 kcal per mole
2S+1: 1
E_HOMO: -9.32 eV


Record 14
# H6N6

2 unconnected molecules or ions with the total composition H6N6 (ωB97M-V with the def2-TZVPD basis set, the Open Molecules 2025 dataset).

Geometry (Å):
N  -1.45146  1.37955  -1.45731
N  0.55246  -1.09928  -0.49909
N  -0.51369  0.79537  -1.91218
N  0.56318  -1.14677  1.77943
N  0.69562  0.83866  0.55100
N  0.58372  -0.50973  0.45447
H  -0.14711  -1.89967  1.59558
H  -0.46137  -0.19894  -2.26621
H  1.43650  -1.59657  2.06681
H  -2.38129  0.76191  -1.44625
H  0.62363  1.40000  -0.28940
H  0.49980  1.27548  1.42316

## Properties
molecular weight: 90.1 g mol⁻¹
net charge: 0
Kohn-Sham gap: 9.47 eV
DFT total energy: -331.91393 Ha
LUMO: 1.10 eV
energy above the lowest of the compared OMol25 structures with the same formula, charge and spin: 101.4 kcal per mole
2S+1: 1
E_HOMO: -8.36 eV


Record 15
# H6NOP2S

A gas-phase ion, H6NOP2S (charge +1) (ωB97M-V with the def2-TZVPD basis set, the Open Molecules 2025 dataset).

Geometry (Å):
N  1.97003  -0.93135  0.93608
P  1.43100  0.50319  0.49235
S  0.11675  0.16265  -1.22382
P  -1.76912  -0.39364  -0.24631
O  -1.42216  -0.70733  1.19183
H  1.59300  -1.63339  0.30008
H  2.45356  1.43649  0.15803
H  0.65022  1.04834  1.54698
H  -0.07221  1.30671  -1.96710
H  -2.64247  0.72768  -0.25325
H  -2.30861  -1.51935  -0.93486

## Properties
molecular weight: 130.1 g mol⁻¹
net charge: +1
Kohn-Sham gap: 7.88 eV
DFT total energy: -1214.10297 Ha
LUMO: -5.71 eV
2S+1: 1
E_HOMO: -13.59 eV


Number 1: strongest force on any atom 3.35 eV Å⁻¹. Number 2: strongest force on any atom 2.94 eV Å⁻¹. Number 3: strongest force on any atom 3.14 eV Å⁻¹. Number 4: strongest force on any atom 4.80 eV Å⁻¹. Number 5: strongest force on any atom 2.82 eV Å⁻¹. Number 6: strongest force on any atom 3.87 eV Å⁻¹. Number 7: strongest force on any atom 0.60 eV Å⁻¹. Number 8: strongest force on any atom 3.63 eV Å⁻¹. Number 9: strongest force on any atom 1.17 eV Å⁻¹. Number 10: strongest force on any atom 1.33 eV Å⁻¹. Number 11: strongest force on any atom 1.58 eV Å⁻¹. Number 12: strongest force on any atom 1.38 eV Å⁻¹. Number 13: strongest force on any atom 4.15 eV Å⁻¹. Number 14: strongest force on any atom 6.93 eV Å⁻¹. Number 15: strongest force on any atom 4.71 eV Å⁻¹.